Density functional theory data (the ωB97M-V functional and the def2-TZVPD basis) for a 4-piece molecular cluster, C26H31F14NO8S4 overall.

```
84
Properties=species:S:1:pos:R:3:forces:R:3:mulliken_charge:R:1
O 0.266 -5.335 0.818 0.3325 0.1942 -0.4202 -0.513
C 0.079 -4.472 0.018 -1.5781 2.7474 -1.0388 0.083
N 0.455 -4.441 -1.391 0.9976 -0.5603 0.3725 -0.349
C -0.161 -3.377 -2.175 -0.5167 0.9785 2.0164 0.104
O -0.138 -3.310 -3.368 0.1881 -0.0680 0.4685 -0.505
C -0.798 -2.431 -1.121 -0.4716 -0.0920 1.2787 0.097
C -1.441 -1.125 -1.296 -0.1752 -1.1343 1.6782 0.538
C -1.978 -0.473 -0.114 0.7812 -1.4983 0.9128 0.282
C -2.669 0.915 -0.069 0.0971 -0.2349 0.8593 -1.300
C -4.254 0.847 -0.032 0.1845 0.7710 -0.2511 -0.947
C -4.886 0.290 -1.381 1.9918 2.2658 0.7066 0.977
F -3.855 0.435 -2.328 -1.5997 -0.4470 0.6001 -0.273
F -5.851 1.199 -1.774 0.2262 -1.5555 0.1336 -0.328
C -5.310 -1.228 -1.359 2.3252 -1.2088 -1.0194 0.662
F -4.733 -1.834 -0.252 -1.5267 0.8596 -0.8925 -0.248
F -4.621 -1.835 -2.415 -1.2491 0.7584 0.9918 -0.346
C -6.804 -1.618 -1.616 0.4188 -0.5036 -2.6940 0.379
F -7.153 -1.006 -2.825 0.4029 -0.0200 1.7596 -0.297
F -6.816 -2.953 -1.981 -0.3521 1.4454 1.6969 -0.280
C -7.934 -1.215 -0.620 -2.8454 0.8648 -1.3283 0.641
F -9.105 -1.676 -1.198 1.7548 0.2248 0.5526 -0.266
F -8.154 0.140 -0.541 1.5520 -1.6692 -0.2509 -0.219
S -7.907 -1.870 1.135 -2.4007 -0.9313 3.4562 1.273
F -9.236 -2.799 0.844 1.5796 0.9349 0.3776 -0.320
F -8.923 -0.649 1.577 0.9893 -1.3296 -0.5168 -0.324
F -6.666 -0.922 1.573 -0.6247 -1.0577 -1.0876 -0.266
F -6.995 -3.153 0.798 -0.2206 1.5996 -0.0913 -0.272
F -7.975 -2.385 2.680 0.2712 0.4839 -1.5273 -0.293
C -1.839 -1.177 1.177 0.5592 -0.9143 -1.5105 0.818
F -2.348 -0.572 2.320 0.5536 -0.4966 -1.2605 -0.513
C -1.196 -2.454 1.357 -0.4534 0.2988 -1.6337 -1.012
C -0.660 -3.113 0.179 -1.5043 2.3589 -0.3257 0.139
H 1.471 -4.299 -1.372 -0.2013 -0.7105 -0.6932 0.310
H -1.511 -0.634 -2.308 -0.0308 -0.9158 1.6878 0.651
H -2.382 1.376 0.921 -0.3276 -0.4501 -0.9787 0.453
H -2.290 1.640 -0.838 -0.4882 -1.0266 0.4643 0.393
H -4.581 1.924 0.045 0.0734 -1.1496 -0.2557 0.406
H -4.636 0.347 0.888 0.4044 0.1050 -0.8471 0.319
H -1.111 -2.904 2.369 -0.0839 0.4378 -0.9147 0.417
O 1.890 -2.333 3.756 -0.1961 -0.0836 -0.2550 -0.760
S 1.670 -1.108 3.026 0.1864 0.4112 0.0017 1.188
O 1.006 -1.090 1.742 0.4385 -0.1583 0.2455 -0.400
C 0.864 0.061 4.110 -0.1571 0.2550 0.3796 -0.700
C 2.013 0.784 4.803 0.0668 -0.0511 -0.0638 -0.805
C 3.051 1.064 3.710 -0.0125 0.0553 0.2900 -0.256
C 3.225 -0.226 2.903 0.3393 0.3129 -0.0127 -0.785
H 0.207 -0.465 4.800 -0.0166 -0.1236 -0.1710 0.476
H 0.285 0.747 3.489 0.0113 -0.0940 -0.0321 0.283
H 1.675 1.703 5.285 0.0024 -0.0573 -0.0071 0.388
H 2.451 0.140 5.571 -0.0658 0.0193 -0.0111 0.318
H 2.685 1.862 3.057 0.0152 -0.0390 0.0234 0.254
H 4.004 1.398 4.130 -0.5997 -0.2241 -0.1894 0.240
H 3.440 -0.020 1.856 -0.0371 -0.1984 0.0261 0.327
H 4.005 -0.859 3.325 -0.1161 -0.0745 -0.0438 0.353
O -0.155 -0.099 -3.442 0.5240 0.5747 -0.4041 -0.624
S 0.312 1.108 -4.085 0.2551 0.1996 -0.2747 1.151
O 0.863 2.211 -3.335 -0.1486 -0.2466 0.2552 -0.762
C 1.457 0.654 -5.377 0.1932 -0.1902 -0.3721 -0.786
C 0.578 0.443 -6.603 -0.1274 -0.0731 -0.0350 -0.536
C -0.432 1.595 -6.595 0.0610 0.0490 -0.1373 -0.671
C -0.980 1.714 -5.169 -0.3655 0.1504 -0.3484 -0.545
H 2.010 -0.238 -5.085 -0.0643 0.0671 0.1677 0.382
H 2.143 1.490 -5.522 -0.0480 -0.0068 0.0980 0.348
H 1.167 0.428 -7.521 -0.0181 -0.0150 0.0553 0.378
H 0.049 -0.511 -6.525 0.0743 0.0184 0.0146 0.276
H 0.073 2.524 -6.874 -0.0179 -0.0463 0.0276 0.288
H -1.237 1.433 -7.313 0.0288 0.0245 0.0577 0.343
H -1.212 2.746 -4.910 0.0303 -0.1091 0.1822 0.398
H -1.861 1.088 -5.026 0.0974 -0.0197 0.1066 0.252
O 6.293 0.976 1.836 -0.2889 0.0429 0.1846 -0.697
S 6.590 1.972 2.837 0.3419 0.1518 0.1362 1.291
O 5.617 2.376 3.826 0.4241 0.0632 -0.2735 -0.763
C 8.104 1.513 3.664 0.4088 -0.0993 0.1137 -0.757
C 9.202 2.155 2.825 0.0374 0.0179 -0.1304 -0.616
C 8.698 3.561 2.486 0.1168 0.0620 0.0851 -0.583
C 7.244 3.427 2.021 0.2138 0.4387 -0.1947 -0.753
H 8.182 0.428 3.718 -0.1900 0.0287 -0.0106 0.407
H 8.076 1.938 4.669 -0.0856 -0.0229 -0.0467 0.382
H 10.151 2.184 3.363 -0.0521 -0.0261 -0.0251 0.349
H 9.352 1.584 1.905 -0.0017 -0.0160 0.0704 0.302
H 8.742 4.189 3.380 -0.0095 -0.0420 -0.0401 0.296
H 9.313 4.037 1.721 -0.0594 -0.0103 0.0379 0.319
H 6.649 4.295 2.301 -0.1297 -0.1613 -0.0374 0.359
H 7.182 3.266 0.944 -0.0930 -0.1089 0.0814 0.380
```
Positions in Å, forces in eV/Å.

Properties
HOMO in eV: -8.699
Structure (SMILES): O=C1NC(=O)c2cc(CCC(F)(F)C(F)(F)C(F)(F)C(F)(F)S(F)(F)(F)(F)F)c(F)cc21.O=S1(=O)CCCC1.O=S1(=O)CCCC1.O=S1(=O)CCCC1
Orbital gap in eV: 8.224
LUMO level in eV: -0.5

---

Density functional theory data (the ωB97M-V functional and the def2-TZVPD basis) for a 2-piece molecular cluster, C7H9FN6O overall.

```
24
Properties=species:S:1:pos:R:3:forces:R:3:mulliken_charge:R:1
C 1.254 1.553 0.115 -1.3130 -0.7279 -1.5874 -0.749
C 0.689 0.150 1.765 -0.8284 -2.3039 0.8845 0.336
C 1.077 1.429 1.474 1.4627 1.0668 -1.4480 0.703
C 0.516 -0.573 0.553 -0.1409 2.0622 0.8304 0.557
C -0.618 -2.213 1.564 -2.7957 -3.3795 -0.1241 -0.180
C 0.197 -0.406 3.020 -0.4542 0.0605 -1.8927 -0.134
C 0.286 -1.574 -3.394 1.0019 -0.6970 -0.0852 -0.440
N -0.142 -1.780 0.457 0.7559 0.4529 -0.7332 -0.567
N 0.823 0.313 -0.470 0.0888 -1.5011 1.8246 0.613
N -0.527 -1.638 2.759 1.3225 2.2470 1.8490 -0.074
N -1.513 2.873 -1.289 -1.2093 -0.3308 1.9995 -0.594
N 0.527 -1.139 -2.166 -0.8116 -3.4764 1.1560 0.454
N 0.717 0.054 -1.826 0.6419 3.7053 -0.4049 -1.346
O 0.165 0.078 4.121 0.1489 -0.2062 0.2989 -0.627
F 1.403 2.346 2.372 -0.1709 0.3329 0.0948 -0.305
H 1.319 2.406 -0.574 0.3480 -0.5210 0.7107 0.392
H -1.304 -3.186 1.525 1.7140 2.1208 0.1134 0.284
H -2.311 2.298 -0.959 0.7992 0.8182 -0.4908 0.195
H 0.520 -0.837 -4.162 -0.4366 -0.3425 0.0011 0.275
H 0.290 -2.684 -3.601 -0.1087 1.6744 0.5629 0.229
H -0.990 -1.793 3.656 -0.3494 -1.1906 -0.7755 0.273
H -1.023 2.385 -1.977 0.7614 -0.8216 -1.3114 0.208
H -1.801 3.774 -1.606 -0.3364 0.2999 -0.2434 0.204
H 0.445 -1.839 -1.357 -0.0901 0.6577 -1.2292 0.292
```
Positions in Å, forces in eV/Å.

Properties
Relative energy (zero: lowest compared OMol25 entry of this formula, charge and spin) in eV: 1.685
HOMO (spin up / spin down) in eV: -7.527 / -7.527
Orbital gap (spin up / spin down) in eV: 7.831 / 7.830
LUMO level (spin up / spin down) in eV: 0.3 / 0.3

---

Density functional theory data (the ωB97M-V functional and the def2-TZVPD basis) for the molecule C5H8N2.

```
15
Properties=species:S:1:pos:R:3:forces:R:3:mulliken_charge:R:1
C 0.909 1.250 -0.003 3.4923 1.1642 -0.8930 -0.187
N 1.803 0.304 0.077 0.8046 1.7328 -1.2260 -0.680
N 1.379 -0.924 -0.152 -1.2067 -4.2212 0.8678 0.024
C -0.080 -1.113 0.005 -2.4944 1.4401 0.7109 -0.242
C -0.915 -0.113 -0.971 0.2628 -1.1452 0.8397 -0.746
C -0.551 0.961 0.060 0.1508 -1.0953 -1.0913 -0.230
C -0.673 -0.246 1.217 4.0694 4.3246 -1.2289 -0.975
H 1.518 2.242 -0.380 -2.3186 -1.9746 1.6887 0.298
H 2.021 -1.832 0.039 -1.9087 3.4867 -0.1922 0.283
H -0.405 -2.098 -0.102 0.0960 -1.8529 0.2548 0.582
H -2.035 -0.143 -1.287 1.8863 -0.7131 1.3803 0.276
H -0.350 -0.200 -1.833 0.8944 0.8077 -2.3813 0.370
H -1.074 1.849 -0.178 -1.0558 1.1044 1.0903 0.438
H 0.101 0.260 1.913 -1.3260 -2.0452 -0.1426 0.342
H -1.648 -0.197 1.596 -1.3463 -1.0129 0.3228 0.446
```
Positions in Å, forces in eV/Å.

Properties
Relative energy (zero: lowest compared OMol25 entry of this formula, charge and spin) in eV: 5.024
HOMO in eV: -7.939
Structure (SMILES): C1=NN[C@H]2C[C@@H]1C2
Orbital gap in eV: 8.940
LUMO level in eV: 1.0

---

Density functional theory data (the ωB97M-V functional and the def2-TZVPD basis) for a 3-piece molecular cluster, C5H10O overall.

```
16
Properties=species:S:1:pos:R:3:forces:R:3:mulliken_charge:R:1
C -1.460 -0.667 1.045 -0.0857 0.0294 -0.1364 -0.369
C -2.094 -0.303 -0.066 0.0674 -0.0779 0.1353 -0.587
H -0.446 -1.057 1.015 -0.1854 0.0781 0.0030 0.204
H -1.931 -0.588 2.023 0.0303 -0.0003 -0.1519 0.237
H -1.621 -0.386 -1.043 -0.0579 0.0101 0.1610 0.250
H -3.108 0.089 -0.049 0.1381 -0.0726 0.0197 0.280
C 2.252 -0.421 -0.168 -0.0629 -0.1453 -0.0632 -0.370
C 1.659 -1.531 -0.596 0.1000 0.1467 0.0316 -0.613
H 2.997 -0.448 0.624 -0.1068 -0.0252 -0.1117 0.221
H 2.013 0.552 -0.595 0.0548 -0.1920 0.0599 0.242
H 1.890 -2.508 -0.177 -0.0092 0.1560 -0.0483 0.260
H 0.919 -1.508 -1.393 0.1116 0.0201 0.1170 0.262
C -0.270 2.193 -0.149 0.2046 0.0505 -0.3279 -0.164
O 0.403 2.189 -1.150 -0.3480 0.0251 0.4708 -0.427
H 0.109 1.823 0.822 0.0303 0.0275 -0.1236 0.258
H -1.311 2.570 -0.144 0.1188 -0.0304 -0.0352 0.316
```
Positions in Å, forces in eV/Å.

Properties
Relative energy (zero: lowest compared OMol25 entry of this formula, charge and spin) in eV: 2.853
HOMO in eV: -10.093
Structure (SMILES): C=C.C=C.C=O
Orbital gap in eV: 10.986
LUMO level in eV: 0.9

---

Density functional theory data (the ωB97M-V functional and the def2-TZVPD basis) for C26H30Al2BeBr2Cl5CsF10NO10S2 as an isolated structure.

```
90
Properties=species:S:1:pos:R:3:forces:R:3:mulliken_charge:R:1
C 4.757 -1.661 -2.862 -0.6767 0.7818 -1.7484 -0.610
C 3.841 -1.509 -4.179 -0.4110 0.7441 1.7762 -1.197
C 3.125 -0.032 -4.025 3.1571 0.2455 -2.4075 0.163
C 3.786 1.209 -4.617 -2.6509 1.7207 3.0385 -0.513
C 3.109 2.460 -4.403 1.0978 -2.2944 -0.0593 -0.958
C 1.935 2.465 -3.665 -0.4921 0.2197 0.0488 -0.461
C 1.345 1.322 -3.120 1.2408 0.7746 -0.7043 0.015
C 1.950 0.068 -3.304 -0.9229 0.1684 0.3528 -0.624
S 1.236 -1.411 -2.591 0.1398 0.2387 0.1219 -0.256
C -0.456 -0.907 -2.309 0.7304 0.2926 -0.2078 0.208
C -1.438 -1.885 -2.144 0.2790 -1.2532 0.7326 -0.020
C -1.058 -3.387 -2.184 -0.7007 2.7184 -0.5404 -1.367
O -0.762 -3.666 -3.569 1.2403 0.9762 0.3932 -0.080
O -1.841 -3.147 -4.315 -0.8327 -0.2874 -0.3303 -0.405
C -2.768 -1.558 -1.903 0.3315 1.4886 -0.0078 -0.792
C -3.107 -0.196 -1.833 -0.1676 -0.2252 0.1777 -0.956
C -2.145 0.779 -2.001 0.1692 0.4653 0.1360 -0.394
C -0.790 0.449 -2.245 -1.7205 -0.2656 0.6033 1.953
N 0.141 1.560 -2.358 1.2503 -1.1481 0.7561 -0.426
H 5.691 -1.082 -3.046 -0.4341 -0.5270 0.4070 0.303
H 4.190 -1.145 -2.082 0.3980 -0.3541 0.1866 0.319
H 4.948 -2.705 -2.613 0.0967 0.2208 -0.0345 0.353
H 3.096 -2.310 -4.247 -0.0567 0.3204 0.1773 0.398
H 4.442 -1.550 -5.123 -2.5277 -3.2057 4.1056 0.403
H 4.792 1.173 -5.196 -4.0252 5.0252 5.3306 1.483
H 3.531 3.389 -4.776 -0.0819 -0.1776 0.0800 0.536
H 1.451 3.430 -3.499 0.0633 -0.2189 0.0034 0.408
H -1.903 -3.970 -1.842 -0.0133 0.3542 0.1576 0.770
H -0.194 -3.579 -1.536 0.0073 -0.2434 -0.4650 0.656
H -1.467 -2.460 -4.887 0.3494 -0.1438 0.1494 0.326
H -3.544 -2.290 -1.745 -0.1399 -0.4558 0.0310 0.702
H -4.126 0.119 -1.617 0.0879 -0.2381 -0.1333 0.568
H -2.439 1.828 -1.926 0.0906 -0.1750 -0.0533 0.302
H -0.297 2.355 -2.820 -0.3407 0.1577 0.7703 0.275
Cs 5.075 -0.210 -6.150 6.0180 -3.2091 -10.4253 0.830
Cl -1.526 -5.924 -2.590 0.5534 -2.9101 -0.0059 -0.261
F -7.729 -2.486 -0.198 0.4619 -0.1283 -0.2138 -0.398
Al -6.757 -3.079 -1.459 -0.5151 -0.1468 -0.0820 0.587
F -7.517 -4.403 -2.195 0.3500 0.3133 0.1821 -0.399
F -5.222 -3.570 -0.825 -0.1066 0.4263 -0.3023 -0.361
F -6.495 -1.839 -2.616 0.3627 -0.2294 0.4035 -0.407
Be 0.077 0.959 -0.493 -1.7240 0.0938 -0.0419 0.515
O 4.989 5.116 -2.746 -0.4704 -0.2701 -0.3571 -0.398
S 5.608 3.988 -2.058 0.1657 0.0050 -0.2512 1.238
O 6.656 4.512 -1.178 0.0730 -0.5666 0.4307 -0.217
O 6.218 3.058 -3.005 0.2872 0.2700 -0.2839 -0.418
O 4.583 3.283 -1.292 -0.0376 0.4373 0.4739 -0.358
Al 0.664 -6.143 -2.904 -0.9118 -0.0234 0.0181 0.270
Br 9.400 2.836 0.650 -0.1385 0.0941 -0.0493 -0.078
C 9.646 4.764 0.752 0.1728 -0.1512 -0.0302 -0.534
C 9.660 5.237 2.180 -0.1662 0.2198 0.0770 -0.568
Br 7.864 5.287 2.919 0.0243 -0.1197 -0.0347 -0.078
H 8.854 5.214 0.162 -0.0250 -0.0014 0.0381 0.313
H 10.605 4.954 0.272 0.0184 -0.0021 0.0360 0.381
H 10.023 6.262 2.238 0.0082 -0.0117 -0.0511 0.346
H 10.255 4.608 2.834 0.0067 -0.0317 -0.0598 0.396
C 6.234 9.381 3.924 0.0023 0.0544 0.0690 0.344
Cl 7.502 8.731 4.972 -0.0453 0.0105 -0.0659 -0.082
Cl 6.214 11.141 4.046 0.0023 -0.0660 -0.0186 -0.091
Cl 6.554 8.911 2.245 0.0003 0.0082 0.0308 -0.080
Cl 4.668 8.735 4.426 0.0508 -0.0048 -0.0291 -0.091
C -5.280 -4.512 2.513 0.2083 -0.0186 0.3444 -0.918
C -6.721 -4.974 2.567 0.2715 0.4628 -0.5552 -0.158
O -6.895 -6.026 3.545 -0.1450 -0.2975 0.1718 -0.318
C -6.908 -5.649 4.812 0.0287 0.4382 -0.6572 0.353
O -6.792 -4.528 5.213 -0.0424 -0.1069 0.4020 -0.513
C -7.128 -6.867 5.720 -0.0655 -0.6296 0.5065 0.885
F -6.304 -7.878 5.408 0.0491 0.1447 -0.1366 -0.252
F -8.383 -7.327 5.613 -0.0015 0.1680 -0.1557 -0.254
F -6.921 -6.569 7.002 0.0357 0.2294 -0.1277 -0.243
H -4.615 -5.356 2.323 -0.0680 -0.0087 -0.1541 0.300
H -5.147 -3.770 1.727 -0.1020 -0.0842 -0.0901 0.215
H -4.969 -4.070 3.461 -0.1039 0.0646 -0.0093 0.313
H -7.004 -5.398 1.606 -0.0917 -0.2398 0.1588 0.257
H -7.404 -4.150 2.770 0.0188 -0.0645 0.2165 0.311
C -3.667 1.174 4.861 0.1784 0.2601 -0.1311 -1.065
C -2.928 -0.011 4.264 -0.1788 -0.1144 0.5671 -0.278
O -3.103 -0.168 2.849 0.0602 0.4466 -0.0049 -0.312
C -2.366 0.627 1.955 -0.6527 -0.4899 -0.0591 0.651
O -1.042 0.586 2.237 1.2938 0.3898 -2.2964 -0.684
C -2.893 2.078 1.801 -0.6204 -0.0142 0.8314 0.610
F -4.228 2.117 1.848 0.0811 -0.0164 -0.2285 -0.269
F -2.541 2.566 0.568 0.3288 -0.0640 -0.1314 -0.219
F -2.442 2.948 2.706 0.3009 0.0244 -0.2729 -0.266
H -4.659 1.279 4.423 -0.0304 -0.1104 0.0631 0.269
H -3.768 1.044 5.939 -0.0254 -0.0991 -0.0260 0.423
H -3.128 2.106 4.704 -0.0367 0.0328 0.0267 0.231
H -3.354 -0.917 4.694 -0.0025 -0.1045 -0.2615 0.316
H -1.874 -0.011 4.547 0.0566 0.1097 -0.2265 0.254
H -2.676 0.181 0.995 0.3022 -0.0687 -0.0649 -0.120
```
Positions in Å, forces in eV/Å.

Properties
Net charge: +1
HOMO in eV: -11.131
Orbital gap in eV: 1.505
LUMO level in eV: -9.6

---

Density functional theory data (the ωB97M-V functional and the def2-TZVPD basis) for a 2-piece molecular cluster, CH6OP2S overall.

```
11
Properties=species:S:1:pos:R:3:forces:R:3:mulliken_charge:R:1
O 2.792 4.544 0.675 -0.1189 -0.0210 0.2222 -0.444
P 1.945 3.549 1.375 -0.3727 0.4839 -0.7259 0.277
P 2.103 1.441 0.443 -0.1664 0.7325 -1.0007 0.216
S 3.617 0.800 -0.526 0.3964 0.1845 -0.6330 -0.222
H 0.517 3.899 1.130 0.7224 -0.4063 0.2425 0.074
H 2.250 0.757 1.582 -0.4803 -0.9873 1.8810 0.091
C -0.552 -1.234 -0.810 0.5197 -0.7520 1.3360 -0.837
H -0.947 -1.974 -0.034 0.0221 0.5022 -1.6540 0.248
H 0.600 -1.412 -0.694 -2.1000 1.1631 -0.4796 0.147
H -1.027 -0.286 -0.469 1.2247 -0.2005 -0.0396 0.218
H -0.904 -1.317 -1.862 0.3530 -0.6990 0.8512 0.231
```
Positions in Å, forces in eV/Å.

Properties
Relative energy (zero: lowest compared OMol25 entry of this formula, charge and spin) in eV: 2.121
HOMO (spin up / spin down) in eV: -9.025 / -9.026
Structure (SMILES): O=[PH]=[PH]=S.C
Orbital gap (spin up / spin down) in eV: 6.664 / 6.621
LUMO level (spin up / spin down) in eV: -2.4 / -2.4